Model i:
Below is a structure of composition C2H4BrCl, with properties calculated with ωB97M-V/def2-TZVPD.

Structure (XYZ):
```
8
C2H4BrCl, DFT ωB97M-V/def2-TZVPD
H 1.823 -1.271 -0.350
H 1.268 0.031 -1.301
Cl -2.560 1.663 1.265
C -1.983 0.517 0.251
H 2.421 0.423 -0.155
H 0.485 -0.032 0.266
C 1.450 -0.237 -0.348
Br -2.904 -1.094 0.372
```

2S+1: 1
LUMO, eV: -1.13
HOMO-LUMO gap, eV: 8.19



Model ii:
Below is a structure of composition C2H4BrCl, with properties calculated with ωB97M-V/def2-TZVPD.

Structure (XYZ):
```
8
C2H4BrCl, DFT ωB97M-V/def2-TZVPD
H -0.706 -1.614 -0.020
Br -2.328 0.245 -0.457
C 0.502 0.270 -0.180
Cl 2.885 0.520 -0.334
H 0.298 0.495 -1.190
C -0.659 -0.590 0.350
H 0.662 1.208 0.430
H -0.654 -0.535 1.401
```

2S+1: 1
LUMO (spin up / spin down), eV: -2.03 / -2.03
HOMO-LUMO gap (spin up / spin down), eV: 8.48 / 8.48



Energy ordering: model ii at the bottom, the next structure 1.210 eV above.



Model i:
Below is the molecule CH4NOP, with properties calculated with ωB97M-V/def2-TZVPD.

Structure (XYZ):
```
8
CH4NOP, DFT ωB97M-V/def2-TZVPD
H -1.514 1.135 0.769
H -1.347 -0.333 1.488
C -0.666 0.392 0.910
P 0.995 -0.430 -1.201
O -0.368 0.000 -0.366
N 0.835 -0.607 -2.675
H 0.252 0.904 1.348
H 1.813 -1.060 -0.274
```

2S+1: 1
LUMO, eV: -0.57
Structure (SMILES): CO[PH]#N
HOMO-LUMO gap, eV: 9.22



Model ii:
Below is a cluster of 2 separate species, CH4NOP in total, with properties calculated with ωB97M-V/def2-TZVPD.

Structure (XYZ):
```
8
CH4NOP, DFT ωB97M-V/def2-TZVPD
H -1.062 2.070 0.988
P 0.713 0.382 0.697
H 0.364 -2.413 0.284
H -1.486 0.710 -0.258
C -0.710 1.450 0.223
N 0.337 -1.898 -0.599
H 1.309 -1.909 -0.967
O 0.535 1.609 -0.369
```

2S+1: 1
LUMO (spin up / spin down), eV: -0.45 / -0.35
HOMO-LUMO gap (spin up / spin down), eV: 8.93 / 8.02



Energy ordering: model i at the bottom, the next structure 0.441 eV above.